No. 1
The following is a DFT calculation (ωB97M-V/def2-TZVPD) of a molecular structure, C25H40AuGeN3O8Se.

Geometry as XYZ:
```
79
Properties=species:S:1:pos:R:3:mulliken_spin:R:1
Au 1.17017 -0.64532 -1.18011 0.693
C 0.14407 -3.95202 -2.02641 -0.020
C 1.64267 -3.72622 -2.25171 -0.030
C 2.42267 -5.01402 -1.92871 0.035
C 1.89297 -3.33892 -3.71631 0.048
O 2.12727 -2.71272 -1.43071 0.325
Ge 2.39667 -2.68212 0.53559 0.524
O 2.90447 -0.78262 0.22209 0.205
C 4.20687 -0.32352 -0.06431 -0.023
C 5.14417 -0.86562 1.02119 0.019
C 4.66957 -0.79212 -1.44391 -0.008
C 4.18097 1.21108 -0.03251 0.019
O 0.60147 -1.92982 0.55859 0.239
C -0.23823 -1.66792 1.66579 -0.020
C -1.68353 -1.61712 1.16469 0.014
C -0.07373 -2.81672 2.66369 0.027
C 0.15767 -0.35062 2.34059 -0.023
H -0.23383 -4.71352 -2.70121 -0.001
H -0.38213 -3.01732 -2.20651 0.003
H -0.02493 -4.25802 -0.99431 0.002
H 2.07867 -5.81352 -2.57831 0.000
H 2.25007 -5.29782 -0.88841 0.003
H 3.48837 -4.85652 -2.07781 0.000
H 1.55017 -4.13702 -4.36821 0.002
H 2.95477 -3.16852 -3.87501 -0.004
H 1.35567 -2.42572 -3.96241 -0.003
H 5.19837 -1.95402 0.95179 -0.001
H 4.77327 -0.59992 2.00939 0.001
H 6.14127 -0.45262 0.89739 0.001
H 4.65327 -1.88092 -1.48101 0.003
H 5.67697 -0.44512 -1.65181 -0.001
H 3.99477 -0.40862 -2.20601 0.001
H 3.76857 1.54608 0.91689 -0.003
H 3.56097 1.57618 -0.84891 0.000
H 5.18807 1.60228 -0.14311 0.001
H -1.93213 -2.53892 0.64459 -0.002
H -1.79813 -0.78682 0.47789 -0.007
H -2.36833 -1.48972 1.99739 0.003
H -0.26643 -3.77152 2.17769 0.001
H -0.77043 -2.68892 3.48669 0.002
H 0.94527 -2.81642 3.05399 -0.002
H -0.05923 0.49128 1.68779 0.002
H 1.22867 -0.36282 2.54069 0.004
H -0.37653 -0.23132 3.27879 -0.003
C -3.17833 2.48098 4.99159 0.000
C -3.50993 2.75108 3.56849 0.000
C -3.34673 1.78058 2.57559 0.002
C -3.67923 2.03148 1.26399 0.000
C -4.18203 3.29008 0.88849 0.000
N -4.53733 3.60648 -0.39441 0.000
C -4.47983 2.82198 -1.57321 0.001
O -5.43213 2.76588 -2.29951 0.001
N -3.30983 2.16908 -1.80631 0.005
C -2.06073 2.34148 -1.22091 0.012
C -1.51143 3.55838 -0.83351 -0.004
C -0.21943 3.57078 -0.33181 0.017
C 0.49937 2.38888 -0.25591 -0.017
N -0.04523 1.23048 -0.60851 0.306
C -1.27633 1.19538 -1.07151 -0.018
C -4.36103 4.26488 1.89049 -0.001
C -4.02883 3.99928 3.19439 0.000
H -2.86693 1.45218 5.14939 0.000
H -4.04143 2.68998 5.62439 0.000
H -2.38133 3.14698 5.32589 0.000
H -2.97893 0.80238 2.84379 -0.001
H -3.60873 1.24378 0.53419 0.000
H -5.21143 4.36188 -0.48441 0.000
H -3.32203 1.56468 -2.62331 0.000
H -2.05583 4.47928 -0.97591 0.001
H 0.24337 4.49828 -0.03721 0.003
H 1.51887 2.35448 0.09279 0.014
H -1.66923 0.23468 -1.37201 0.014
H -4.76203 5.22998 1.62129 0.000
H -4.17623 4.75528 3.95039 0.000
O -0.31453 -0.83542 -2.73131 0.322
Se 0.32917 0.40678 -3.66171 -0.041
O -0.62583 1.66358 -3.55081 0.010
O 1.73017 0.64278 -2.78341 0.314
O 0.59047 -0.03292 -5.13491 0.030
```

Computed properties:
net charge: +1
lowest unoccupied orbital energy (alpha / beta): -0.1210 / -0.3001 Ha
HOMO-LUMO gap (alpha / beta): 0.25236 / 0.07325 Eh
multiplicity: 4


No. 2
The following is a DFT calculation (ωB97M-V/def2-TZVPD) of a gas-phase ion, C5H11N2 (charge +1).

Geometry as XYZ:
```
18
Properties=species:S:1:pos:R:3:mulliken_charge:R:1
C -0.99804 -1.19603 -3.76498 -0.846
C -0.74240 -0.67889 -2.51981 0.243
N -0.09961 -1.34068 -1.44859 -0.156
C 0.36772 -0.50737 -0.24685 -0.067
C 0.60323 0.79639 0.41937 -0.668
N 0.70260 0.58445 1.86389 -0.086
C -0.60405 0.42615 2.50299 -0.797
H -1.57202 -0.75803 -4.44845 0.324
H -0.56819 -2.19017 -4.01519 0.211
H -1.06183 0.38987 -2.35395 0.173
H 0.35651 -2.25547 -1.43938 0.270
H 0.85347 -1.19311 0.34719 0.327
H -0.05277 1.71848 0.24316 0.362
H 1.28283 -0.26330 1.89973 0.345
H 1.13757 1.32119 2.40831 0.359
H -0.92291 -0.55668 2.56896 0.338
H -0.80718 0.75923 3.56872 0.345
H -1.37184 0.90229 1.84981 0.324
```

Computed properties:
net charge: +1
lowest unoccupied orbital energy (alpha / beta): -0.1375 / -0.1375 Ha
HOMO-LUMO gap (alpha / beta): 0.30724 / 0.30726 Eh
SMILES: C=CN/C=C/[NH2+]C


No. 3
The following is a DFT calculation (ωB97M-V/def2-TZVPD) of a molecular structure, C6H8MnO6.

Geometry as XYZ:
```
21
Properties=species:S:1:pos:R:3:mulliken_spin:R:1
O -2.90996 1.85069 1.88393 0.085
C -1.87858 1.20695 1.61409 -0.013
O -2.04684 0.30886 0.66437 0.043
O -0.83528 1.30745 2.35855 -0.001
C 0.40870 0.62185 2.04067 -0.003
C 0.88897 0.94341 0.66229 0.004
C 1.61653 0.07323 -0.04615 -0.001
C 1.76332 0.16128 -1.53068 0.000
Mn -4.06279 0.42097 1.15084 4.878
H 0.26149 -0.45445 2.19302 0.001
H 1.09792 1.00722 2.79966 0.000
H 0.75417 1.96635 0.29704 0.001
H 2.00374 -0.83736 0.42250 0.000
H 2.82244 0.02425 -1.78472 0.000
H 1.44641 1.13442 -1.92485 0.000
O 1.13277 -0.82015 -2.36590 0.000
C 0.07559 -1.55360 -2.17048 0.000
O -0.96808 -1.03650 -1.77648 0.000
H -0.55465 -3.35044 -2.14069 0.000
O 0.27819 -2.84756 -2.10170 0.000
H -1.29405 -0.12686 -0.24530 0.006
```

Computed properties:
net charge: +2
lowest unoccupied orbital energy (alpha / beta): -0.3917 / -0.3975 Ha
HOMO-LUMO gap (alpha / beta): 0.23096 / 0.22509 Eh
multiplicity: 6


No. 4
The following is a DFT calculation (ωB97M-V/def2-TZVPD) of 7 unconnected molecules or ions with the total composition C39H90N4O11.

Geometry as XYZ:
```
144
Properties=species:S:1:pos:R:3:mulliken_charge:R:1
C -0.16494 4.98346 2.61548 -1.944
C -0.08863 3.84476 1.56084 2.168
C -0.25290 2.49992 2.26451 -1.681
C -1.25896 3.92623 0.56337 0.372
C -1.05939 5.09169 -0.48517 -1.559
C 0.26839 4.81233 -1.19513 -1.227
C 1.42336 4.93678 -0.18038 1.908
C 2.72906 4.58846 -0.83505 -1.879
C 1.56661 6.30014 0.44458 -1.651
N 1.17657 3.84352 0.76862 1.244
O 2.24998 3.85086 1.69563 -0.719
H -0.41627 5.88224 2.07729 0.423
H -0.89736 4.77685 3.38527 0.442
H 0.76576 5.16833 3.18709 0.279
H 0.53316 2.32455 2.99962 0.615
H -1.20129 2.49551 2.74806 0.596
H -0.28756 1.74900 1.47040 -0.320
H -1.25850 3.01155 0.01703 -1.407
H -2.16940 4.07548 1.16526 0.691
H -1.90412 5.01042 -1.18321 0.559
H -1.08422 6.00908 0.05510 0.640
H 0.46923 5.47900 -2.00911 0.595
H 0.23453 3.85503 -1.70097 -0.183
H 2.94378 5.24750 -1.68350 0.527
H 2.71194 3.57122 -1.23169 0.056
H 3.49550 4.67638 -0.08917 0.486
H 2.16068 6.96417 -0.21257 0.464
H 2.05266 6.15346 1.44320 0.234
H 0.63812 6.79993 0.65819 0.261
H 2.43965 2.91746 1.74354 0.478
C -7.04383 0.86399 0.36482 -2.055
C -5.55866 0.81706 0.87234 2.072
C -4.68327 1.74011 0.09783 -0.928
C -5.49850 1.28332 2.35102 -1.753
C -4.13402 0.95763 2.97465 0.192
C -3.88380 -0.52954 2.86549 -0.867
C -3.94596 -1.06584 1.43473 2.606
C -2.70321 -0.71633 0.64541 -0.747
C -3.95041 -2.57650 1.49731 -2.052
N -5.15419 -0.58961 0.79061 0.191
O -5.27340 -1.12927 -0.51424 -0.516
H -7.71029 0.25251 0.99193 0.424
H -7.51851 1.86308 0.32826 0.385
H -7.10542 0.37870 -0.63072 0.361
H -4.62175 1.37405 -0.97009 0.149
H -5.18783 2.71972 -0.04548 0.814
H -3.66817 1.86811 0.40621 -0.835
H -5.63359 2.33807 2.45913 0.567
H -6.24603 0.71619 2.87902 0.327
H -3.37478 1.63540 2.52130 -0.571
H -4.18343 1.26460 4.00495 0.640
H -4.66544 -1.05975 3.43131 0.566
H -2.96111 -0.74545 3.41500 -0.259
H -2.87708 -0.98407 -0.42060 0.737
H -1.77442 -1.17236 0.87353 0.298
H -2.59740 0.40817 0.44600 -1.314
H -4.97720 -2.84113 1.79157 0.565
H -3.32411 -2.94073 2.36363 0.192
H -3.74922 -3.09853 0.55532 0.288
H -4.57213 -0.74180 -1.05898 0.355
C 0.31984 -1.55356 -3.97482 -1.145
C 1.67311 -1.23602 -4.58808 2.130
C 1.42444 -0.10001 -5.50610 -2.231
C 2.76686 -0.79817 -3.63821 -1.160
C 3.30882 -1.99829 -2.81387 1.120
C 3.77698 -3.10474 -3.72046 -2.109
C 2.82331 -3.58212 -4.82248 1.778
C 3.67716 -4.17588 -6.01774 -1.977
C 1.81044 -4.63918 -4.40686 -1.485
N 2.22689 -2.34446 -5.36681 0.187
O 1.42911 -2.70406 -6.45181 -0.515
H -0.20237 -0.76477 -3.42538 -0.120
H -0.39807 -1.90855 -4.74045 0.667
H 0.44588 -2.37490 -3.27838 0.003
H 0.53581 -0.32729 -6.10122 0.404
H 1.20167 0.80464 -4.98722 0.299
H 2.24083 -0.09756 -6.22794 0.536
H 3.60438 -0.52221 -4.25843 0.651
H 2.37795 -0.01109 -2.95024 -0.333
H 4.14813 -1.77531 -2.12736 0.520
H 2.48894 -2.41707 -2.16086 -0.820
H 4.26090 -3.90865 -3.16200 0.449
H 4.60059 -2.73821 -4.33258 0.480
H 4.31767 -4.96509 -5.60125 0.376
H 4.28892 -3.38599 -6.43903 0.484
H 3.06845 -4.52359 -6.82966 0.403
H 1.43253 -4.28840 -3.43969 0.290
H 2.19715 -5.62270 -4.18630 0.458
H 0.97868 -4.69215 -5.10790 0.290
H 0.60150 -3.02000 -6.11538 0.334
C 0.43043 -3.22235 -0.30060 -1.037
O 1.55667 -2.81738 0.49715 0.398
C 2.25489 -4.08784 0.68086 -0.762
C 3.28706 -3.96804 1.79837 -0.912
N 2.76390 -3.30031 3.00670 0.277
C 3.89353 -3.18323 3.97352 -0.884
C 3.35293 -2.82125 5.37613 -0.529
O 2.96456 -1.51231 5.24339 -0.330
C 2.44623 -1.05730 6.44389 -0.908
H -0.01826 -2.29879 -0.58396 0.054
H -0.32321 -3.81586 0.24962 0.473
H 0.75042 -3.91024 -1.09553 0.356
H 2.75034 -4.45019 -0.21833 0.285
H 1.56598 -4.85420 1.03290 0.490
H 4.20467 -3.42378 1.45651 0.396
H 3.67110 -4.96710 2.01292 0.517
H 2.43516 -2.42190 2.65326 -0.351
H 4.54108 -2.41444 3.70444 0.424
H 4.32021 -4.19934 4.07529 0.419
H 4.28050 -2.94256 6.07835 0.410
H 2.60345 -3.42911 5.88629 0.317
H 2.09823 -0.01450 6.32110 0.259
H 3.26616 -1.09266 7.25127 0.314
H 1.53405 -1.60197 6.79290 0.312
O -2.04745 1.06928 -2.07660 0.203
C -2.05662 1.54310 -3.42552 -0.407
C -2.83977 2.81494 -3.51413 -0.194
O -4.24018 2.66816 -3.30207 -0.621
H -1.53470 1.65959 -1.53510 -0.340
H -1.00408 1.66411 -3.70306 0.071
H -2.47357 0.74513 -3.98279 0.507
H -2.73207 3.12688 -4.56220 0.415
H -2.45892 3.53768 -2.80703 -0.134
H -4.51474 2.75623 -2.36781 0.394
O 1.24407 -0.58975 3.28003 -0.195
C 0.08098 -1.23274 2.80100 1.762
C -0.63522 -1.73401 3.98970 -1.269
O 0.31931 -2.60634 4.77210 -0.524
H 1.61039 -1.06329 4.00357 0.242
H -0.53359 -0.53514 2.24492 -0.599
H 0.33330 -2.08694 2.24344 -0.311
H -1.52266 -2.37296 3.68868 0.237
H -0.91878 -0.91126 4.67659 0.365
H 0.57731 -3.34365 4.23352 0.323
O 1.13705 1.36849 -0.89014 0.017
C 1.40286 0.09050 -0.21626 4.152
C 2.73108 0.15044 0.51339 -1.193
O 2.67879 1.14888 1.49734 -0.653
H 1.29672 2.07368 -0.20746 -0.336
H 0.56349 -0.16260 0.49010 -1.751
H 1.42920 -0.69320 -1.01906 -1.279
H 3.48250 0.47308 -0.25300 0.355
H 3.09408 -0.76187 0.84621 0.218
H 2.23632 0.65054 2.24529 0.295
```

Computed properties:
lowest unoccupied orbital energy: 0.0167 Ha
HOMO-LUMO gap: 0.32934 Eh
SMILES: CC1(C)CCCC(C)(C)N1O.CC1(C)CCCC(C)(C)N1O.CC1(C)CCCC(C)(C)N1O.COCCNCCOC.OCCO.OCCO.OCCO